Entry 1:
Density functional theory data (ωB97M-V with the def2-TZVPD basis set) for a single C8H19N2O2P molecule.

## Properties
**Energy above the lowest of the compared OMol25 structures with the same formula, charge and spin**: 2.7173 eV
**2S+1**: 3
**Net charge**: 0
**HOMO level (spin up / spin down)**: -0.12751 / -0.29390 Ha
**Kohn-Sham gap (spin up / spin down)**: 4.474 / 4.891 eV

The geometry in XYZ format:
```
32
Properties=species:S:1:pos:R:3:forces:R:3
C 1.002207 -0.546476 -0.228057 -1.339 0.063 -1.047
C 3.330962 1.184440 1.590077 -1.150 0.933 0.436
C 0.829725 -2.852399 -1.681517 -0.284 4.996 -1.302
C -1.711020 0.965685 2.399134 -0.755 -0.050 -2.510
C -2.852863 -0.915330 -1.224868 -1.102 -0.127 0.950
C -2.169357 1.898739 -1.249071 -1.304 0.205 2.667
C 1.792286 1.156951 1.216869 1.222 -0.329 0.356
C 1.446518 -1.902977 -0.607373 -0.058 -0.880 -3.508
N -2.330104 0.304918 1.205695 -0.928 0.531 4.024
N 2.250132 -0.768564 -1.119140 -0.387 -0.448 1.915
O -0.131161 -0.040380 -0.767175 5.126 -0.952 -0.902
O 1.293242 -0.226937 1.029323 0.889 1.950 1.463
P -1.927329 0.377963 -0.271527 -0.610 -0.648 -2.780
H 3.849485 2.170644 1.462358 -0.782 -0.747 -0.390
H 3.360871 1.034185 2.648673 0.134 -0.233 0.852
H 3.925160 0.397025 1.184060 0.149 -0.454 -0.819
H 0.321282 -3.573594 -1.184223 -2.023 -2.230 1.181
H 0.187215 -2.256249 -2.479992 1.087 -1.298 1.823
H 1.629725 -3.297930 -2.200539 1.122 -0.569 -0.678
H -2.016333 0.376852 3.221419 0.137 -0.558 1.086
H -2.135469 1.961911 2.527027 0.091 0.160 0.020
H -0.619188 1.059555 2.279915 -0.371 -0.191 0.201
H -3.970159 -1.009616 -0.835912 2.148 0.064 -0.973
H -2.781519 -0.604277 -2.265862 -0.479 0.187 -0.144
H -2.331861 -1.910631 -1.232563 -0.581 0.892 0.579
H -3.213777 1.915969 -0.977518 -1.288 0.618 -1.115
H -1.859109 2.736248 -0.644136 0.797 0.236 0.225
H -1.906875 2.088931 -2.250589 0.113 -0.486 -1.218
H 1.607465 1.749999 0.327384 -0.224 -0.140 -0.223
H 1.239335 1.607889 2.062500 0.185 -0.377 -0.562
H 1.867806 -2.519322 0.132634 0.891 -0.085 1.324
H 2.022706 -0.563228 -2.067015 -0.426 -0.033 -0.932
```
Forces are in eV/Å.

Results of the Mulliken charge analysis, in e, for atoms 1 through 5: atom 1 (C): 1.37, atom 2 (C): -1.23, atom 3 (C): -1.49, atom 4 (C): -0.36, atom 5 (C): -1.13


Entry 2:
Density functional theory data (ωB97M-V with the def2-TZVPD basis set) for a gas-phase ion, C8H19N4O2 (charge +1).

## Properties
**SMILES string**: CCCNN/C(N)=[NH+]\CCCC(=O)O
**Energy above the lowest of the compared OMol25 structures with the same formula, charge and spin**: 0.0000 eV
**Net charge**: +1
**HOMO level**: -0.48834 Ha
**Kohn-Sham gap**: 9.278 eV

The geometry in XYZ format:
```
33
Properties=species:S:1:pos:R:3:forces:R:3
C 2.104683 -2.365731 -0.574149 -0.117 0.184 -0.040
C 2.869966 -1.368186 0.300126 -0.347 -0.286 -0.105
C 1.939474 -0.547206 1.213298 0.375 -0.101 -0.022
N 1.777413 0.858565 0.832450 -0.326 -0.030 0.181
N 1.274829 1.073562 -0.482386 -0.541 -0.630 -0.311
C 0.184872 1.967506 -0.408999 -0.112 0.095 -0.531
N 0.236765 2.992009 -1.246460 0.325 0.098 0.078
N -0.857013 1.841539 0.424067 1.142 -0.204 1.105
C -1.168926 0.546977 1.058884 -0.088 0.135 0.413
C -2.675996 0.326591 1.009587 0.141 -0.085 -0.007
C -3.207508 -0.120035 -0.360719 -0.344 0.028 -0.098
C -2.302220 -1.148296 -0.985931 -0.247 -0.164 -0.152
O -2.184732 -2.275744 -0.600212 0.268 0.098 0.154
O -1.583715 -0.662888 -2.038793 0.382 0.570 0.503
H 1.256671 -1.893269 -1.087363 0.031 0.010 -0.032
H 1.678178 -3.164094 0.031499 0.011 -0.059 -0.024
H 2.738182 -2.801811 -1.343646 0.028 -0.085 0.050
H 3.554431 -1.939903 0.924842 0.185 0.116 -0.057
H 3.458887 -0.702911 -0.335438 0.109 0.042 0.138
H 2.328299 -0.521836 2.230452 0.025 0.074 0.018
H 0.968527 -1.037057 1.274653 -0.018 0.073 0.018
H 2.679841 1.318631 0.858889 0.005 0.000 -0.035
H 1.128926 0.213783 -1.001701 0.087 0.128 -0.215
H 0.750084 2.869698 -2.106842 0.697 0.296 0.379
H -0.092917 3.917406 -1.016320 -0.771 -0.215 -0.300
H -0.947237 2.593980 1.101157 -0.657 0.359 -0.506
H -0.825660 0.541127 2.093851 0.056 0.101 -0.006
H -0.629016 -0.247793 0.556116 -0.101 0.043 -0.157
H -2.929940 -0.412671 1.768364 0.027 -0.084 -0.058
H -3.169268 1.256025 1.296104 -0.109 -0.041 0.057
H -4.173814 -0.599532 -0.211421 -0.030 -0.005 -0.004
H -3.371830 0.725505 -1.025794 0.213 0.003 -0.067
H -0.810237 -1.233939 -2.148166 -0.301 -0.465 -0.365
```
Forces are in eV/Å.

Results of the Mulliken charge analysis, in e, for atoms 1 through 5: atom 1 (C): -0.86, atom 2 (C): -0.47, atom 3 (C): -0.61, atom 4 (N): -0.25, atom 5 (N): -0.19


Entry 3:
Density functional theory data (ωB97M-V with the def2-TZVPD basis set) for 2 unconnected molecules or ions with the total composition C8H19OSSi2.

## Properties
**Energy above the lowest of the compared OMol25 structures with the same formula, charge and spin**: 1.5117 eV
**Net charge**: -1
**HOMO level**: -0.13850 Ha
**Kohn-Sham gap**: 7.101 eV

The geometry in XYZ format:
```
31
Properties=species:S:1:pos:R:3:forces:R:3
C 2.289636 0.331978 1.267162 -2.055 -0.331 0.311
C -2.055193 1.253479 1.044582 1.929 -1.237 -1.123
C 0.359717 3.007518 0.907104 -2.786 2.494 -2.407
C -1.177152 2.286516 -1.720492 2.004 1.423 -1.962
C 1.890056 -2.656293 -0.579054 -0.020 1.513 0.219
C -0.884982 -2.025265 -1.547129 -0.956 -4.504 0.257
C -0.440173 -2.365547 1.294176 0.655 2.493 0.679
C 0.750801 0.236447 -0.253799 1.849 -1.861 0.319
O 2.028806 0.070628 2.395733 -1.427 -0.468 0.290
Si -0.498079 1.529456 -0.090252 0.384 2.701 1.370
Si 0.315683 -1.602098 -0.240698 1.772 0.157 0.191
S 3.624417 0.799993 0.545111 2.403 0.872 -1.861
H -2.361946 0.249087 0.739153 -1.165 0.305 0.010
H -1.738809 1.136321 2.052698 0.684 -0.183 0.987
H -2.724113 2.086136 1.085301 -0.850 0.178 -0.691
H 0.601123 3.944651 0.249908 0.202 -1.817 0.864
H -0.377976 3.494247 1.585542 -0.054 -0.512 -0.242
H 1.130673 2.749507 1.540531 2.059 -0.665 0.948
H -0.480015 2.178643 -2.680977 -1.022 -0.018 2.141
H -2.075414 1.804534 -2.041686 -0.908 -0.231 -0.075
H -1.335803 3.427481 -1.699965 -0.020 -1.666 0.352
H 2.725468 -2.246525 -0.008401 0.057 0.059 0.093
H 1.824863 -3.694111 -0.328871 -0.335 -0.757 0.035
H 2.167447 -2.531732 -1.619091 0.086 -0.147 -0.371
H -0.931888 -1.327506 -2.259599 -0.313 3.124 -2.743
H -0.677384 -2.984788 -2.203375 -0.370 1.395 1.664
H -1.889926 -2.113684 -1.076696 0.440 -0.086 -0.504
H 0.087440 -3.273414 1.419531 0.272 -1.113 0.451
H -0.212652 -1.654900 2.137937 -0.373 -0.920 -0.473
H -1.492930 -2.493892 1.148868 -0.633 -0.210 0.231
H 1.558315 0.383119 -1.063252 -1.509 0.011 1.039
```
Forces are in eV/Å.

Results of the Mulliken charge analysis, in e, for atoms 1 through 5: atom 1 (C): 0.31, atom 2 (C): -1.23, atom 3 (C): -1.30, atom 4 (C): -1.15, atom 5 (C): -1.28